No. 1
{
  "formula": "C3H7NO2S",
  "method": "ωB97M-V with the def2-TZVPD basis set",
  "homo_lumo_gap_ev": 9.69,
  "lumo_ev": 0.635,
  "de_lowest_kcal_mol": 19.34,
  "smiles": "N[C@@H](CS)C(=O)O",
  "e_tot_ha": -721.9318,
  "elements": ["H", "C", "H", "C", "O", "H", "H", "H", "N", "H", "C", "O", "S", "H"],
  "coordinates": [[-1.44828, -0.42403, -1.57252], [1.23269, -0.97139, -0.05181], [2.38845, -1.51957, 1.31323], [-0.74394, 0.39999, 0.86771], [1.45042, -1.28950, 1.24604], [-1.51950, -0.35728, 0.80156], [-0.03042, 0.10014, -2.37399], [0.86019, 1.02317, -0.42263], [-0.51132, -0.08414, -1.51475], [-0.16716, 0.22605, 1.77091], [0.20300, 0.15646, -0.31739], [1.88938, -1.43343, -0.94240], [-1.30430, 2.09068, 1.04640], [-2.29921, 2.08284, 0.14964]],
  "forces_ev_per_a": [[-0.02, -0.10, 0.31], [0.06, 0.27, -0.41], [-0.12, -0.51, 0.00], [1.01, -0.38, -0.33], [0.15, 0.58, 0.16], [-0.39, 0.17, 0.29], [-0.18, -0.18, -0.08], [-0.04, 0.17, -0.06], [0.30, 0.67, -0.80], [-0.17, -0.11, 0.17], [-0.34, -0.70, 0.76], [0.07, -0.06, 0.08], [-0.42, 0.20, -0.03], [0.08, -0.02, -0.08]]
}

No. 2
{
  "formula": "C7H7NO3",
  "method": "ωB97M-V with the def2-TZVPD basis set",
  "homo_lumo_gap_ev": 9.32,
  "lumo_ev": -0.549,
  "de_lowest_kcal_mol": 189.40,
  "e_tot_ha": -551.1437,
  "elements": ["N", "H", "H", "H", "C", "C", "C", "O", "C", "H", "O", "C", "C", "H", "O", "H", "C", "H"],
  "coordinates": [[-1.41554, 1.90503, 0.05262], [-3.69313, 1.32060, 0.21303], [4.30650, 0.86637, -0.21520], [-4.06916, -1.14185, -0.84619], [-2.46686, 0.85820, -0.01452], [0.07279, 0.05815, 0.00507], [-2.16781, -0.42332, -0.04520], [1.86662, -1.61565, 0.00473], [-0.26627, 1.45817, -0.06063], [3.89445, -0.30710, -0.73708], [-3.27861, -1.33586, 0.11811], [-0.93274, -0.83941, 0.06210], [3.77614, 0.15787, 0.00247], [-0.48561, -1.88483, -0.09527], [2.43787, 0.51233, 0.01069], [4.37867, -0.43092, 1.05297], [1.45722, -0.39917, -0.09332], [0.53537, 2.53318, 0.05533]],
  "forces_ev_per_a": [[-7.19, -1.83, -0.65], [4.20, -1.70, -1.06], [5.25, 8.96, -1.18], [3.89, -0.84, 4.62], [-1.75, 7.11, 1.58], [1.02, 2.58, -0.85], [-6.54, -1.76, 0.74], [-2.72, 3.75, -1.03], [6.12, 2.32, 1.27], [1.85, -8.50, -10.26], [-2.24, 1.28, -5.02], [5.60, -3.97, -1.35], [-3.99, -3.16, 13.47], [-1.49, 1.16, 0.78], [-2.31, 2.15, 0.46], [-2.55, 1.68, -3.14], [4.48, -5.15, 2.25], [-1.62, -4.10, -0.64]]
}

No. 3
{
  "formula": "C32H41AsBrCrN3O6PS",
  "method": "ωB97M-V with the def2-TZVPD basis set",
  "spin_multiplicity": 4,
  "homo_lumo_gap_ev": [7.72, 7.94],
  "lumo_ev": [-0.484, -0.342],
  "s_squared": 3.818,
  "de_lowest_kcal_mol": 35.16,
  "e_tot_ha": -8453.5593,
  "elements": ["C", "H", "C", "C", "C", "H", "H", "H", "H", "H", "S", "H", "C", "H", "C", "O", "Br", "H", "H", "C", "H", "H", "H", "H", "H", "H", "C", "C", "C", "H", "H", "H", "C", "H", "H", "C", "P", "N", "As", "N", "H", "O", "C", "C", "C", "O", "C", "H", "C", "C", "C", "H", "H", "O", "C", "H", "H", "C", "Cr", "C", "H", "H", "H", "C", "H", "H", "O", "C", "C", "H", "H", "H", "H", "H", "C", "H", "H", "C", "C", "N", "H", "H", "C", "C", "C", "O", "C"],
  "coordinates": [[-1.32059, 2.09155, -1.08186], [0.01731, -1.98895, 5.18564], [-0.49859, -1.21005, 4.64764], [-2.17039, 2.99565, -0.42966], [-3.83569, -2.96935, -0.03476], [-1.47649, -3.21305, -1.70616], [-5.48489, 2.58255, 0.44614], [3.83931, -2.17995, -2.99106], [-2.23099, -3.24665, 1.46154], [1.72631, -4.36685, -0.91516], [0.99051, 1.77335, 1.45044], [2.75011, -3.54305, -2.75846], [-0.10869, 3.93775, -2.03246], [-4.78909, 2.27505, -1.14586], [5.34911, 2.77185, 1.18334], [1.01111, 1.00905, 0.16834], [-0.55959, 0.19045, 7.12274], [-0.79519, -2.16595, -2.93796], [-0.74169, 5.89435, -1.44256], [0.26251, -4.53935, 0.65864], [3.67871, -2.88565, -1.38546], [0.22101, -4.99865, -2.34546], [-2.16149, 1.50435, 2.58384], [6.41141, 2.95465, 1.11504], [0.57501, 0.86915, -4.77256], [-0.04969, -3.98105, 1.53644], [-0.91089, 4.83175, -1.35166], [4.47641, 3.85005, 1.21014], [3.11041, 3.63525, 1.31894], [-2.56929, 5.05025, -0.03206], [-1.83259, 1.87325, 5.01774], [5.53571, 0.61135, 1.19554], [-4.00009, -1.96365, -0.97486], [1.53981, 2.02195, -2.82456], [-0.18739, 2.45225, -4.61646], [-0.30569, 2.56995, -1.91626], [0.60491, -2.24455, -0.98196], [-2.06669, -1.58245, 0.17244], [2.76591, -0.57715, 1.49164], [-1.34369, -0.37305, 2.57794], [-4.82519, -1.82745, -1.64736], [1.23991, -1.27595, 1.27484], [-0.88139, -0.03855, 5.27604], [2.66101, 2.33775, 1.40744], [-2.89559, -1.11295, -0.82596], [3.11921, -0.89845, 3.21284], [-1.94189, 4.35565, -0.56866], [-3.21219, 0.65875, -2.05426], [1.28671, -3.74155, -0.13546], [-0.07189, 1.47855, -4.14516], [-2.65009, -2.69075, 0.64514], [4.84841, 4.86005, 1.13424], [0.56201, 0.65835, -2.24956], [0.02151, 2.83355, 1.44894], [3.13941, -2.63975, -2.29706], [-0.92029, -4.57685, -3.60766], [-0.61669, -4.77155, 0.06134], [-0.76259, -1.32675, 3.29574], [-0.34779, -0.46375, 0.34644], [-0.55469, -2.97265, -2.23926], [3.64771, -1.70285, 3.23654], [-4.74829, 3.90495, -0.46836], [-1.04819, 1.00265, -4.09256], [2.03531, -1.63815, -1.97826], [2.09351, -3.39835, 0.52044], [-3.26449, 3.09675, 1.37714], [3.84251, -1.56145, 0.75724], [-3.31969, 2.55085, 0.43184], [0.52401, 1.63015, -2.74366], [-4.49159, -3.79995, 0.14034], [-3.25689, 1.48065, 0.63974], [2.39711, 4.44485, 1.34444], [0.69221, 4.30035, -2.66266], [-0.47369, -2.21855, 2.75824], [4.87301, 1.46635, 1.24944], [1.60531, -1.22725, -2.89726], [0.72941, -3.96345, -3.68246], [3.50731, 1.25625, 1.35774], [-4.67059, 2.84685, -0.22686], [-1.50039, 0.70945, -0.85176], [2.47371, -0.81345, -1.40606], [0.70471, -5.47555, 0.99524], [-0.09119, -4.20065, -3.01206], [-1.51729, 0.95365, 4.55284], [-2.57039, 0.14635, -1.33986], [0.91431, 0.90845, 2.60374], [-1.71119, 0.73925, 3.19744]],
  "forces_ev_per_a": [[-0.10, 1.17, -0.36], [-0.01, -0.09, -0.01], [-0.03, 0.04, -0.01], [0.08, -0.24, -0.07], [-0.06, -0.06, -0.07], [-0.03, 0.09, 0.02], [-0.09, 0.00, 0.00], [0.10, 0.01, -0.06], [0.15, -0.11, 0.13], [-0.03, 0.13, -0.01], [0.09, 2.59, 0.98], [0.04, -0.12, -0.06], [0.05, -0.09, -0.01], [-0.03, 0.00, -0.10], [-0.05, 0.01, 0.04], [-0.67, -0.56, -0.43], [0.01, 0.01, -0.09], [-0.06, 0.06, 0.08], [0.03, 0.10, 0.02], [0.10, 0.07, -0.12], [0.04, -0.05, 0.02], [0.05, -0.13, 0.03], [0.02, 0.10, 0.01], [0.08, -0.06, -0.06], [0.03, -0.09, -0.12], [-0.09, 0.02, 0.11], [-0.05, 0.06, -0.01], [-0.07, -0.07, 0.01], [-0.23, 0.09, 0.10], [-0.14, 0.10, 0.09], [-0.02, 0.09, 0.01], [0.03, 0.05, 0.02], [0.21, 0.29, -0.02], [0.04, -0.10, 0.09], [-0.05, 0.05, -0.07], [0.07, -0.23, 0.07], [0.33, -0.61, -1.17], [-0.07, -0.27, -0.09], [2.15, -1.37, 1.53], [0.26, 0.18, -0.50], [-0.12, 0.03, -0.17], [-1.16, 0.17, -0.26], [-0.10, 0.00, -0.06], [-0.42, -0.10, -0.14], [-0.31, -0.47, -0.03], [-0.58, 0.57, 0.06], [0.04, 0.02, -0.09], [0.07, 0.06, 0.05], [-0.11, 0.36, 0.26], [0.20, -0.07, 0.17], [0.21, 0.02, 0.04], [0.10, 0.08, 0.03], [0.16, 0.08, -0.09], [0.23, 0.20, -0.07], [-0.09, 0.09, 0.11], [-0.02, -0.06, -0.11], [-0.14, -0.08, 0.01], [-0.05, -0.20, 0.24], [0.14, -1.35, 0.86], [0.11, 0.18, 0.28], [0.10, -0.06, -0.24], [-0.07, 0.05, -0.07], [-0.18, -0.03, -0.05], [-0.10, 0.18, 0.19], [-0.07, 0.02, -0.28], [0.00, -0.10, 0.06], [0.29, -0.04, -0.82], [-0.13, 0.01, -0.06], [-0.17, 0.03, -0.02], [-0.11, -0.13, 0.11], [0.01, 0.13, 0.18], [-0.03, 0.12, -0.04], [0.07, 0.01, -0.08], [0.12, -0.02, 0.06], [-0.09, -0.44, -0.04], [-0.01, 0.05, 0.07], [0.12, -0.05, -0.09], [-0.17, -0.28, 0.08], [0.11, -0.07, 0.21], [-0.45, -0.20, -0.61], [-0.07, -0.03, -0.19], [-0.01, -0.05, 0.05], [-0.01, 0.15, 0.03], [-0.08, -0.10, -0.05], [0.26, 0.01, 0.26], [0.66, 0.10, -0.01], [-0.25, 0.16, 0.37]]
}